(1)
This record from the OMol25 dataset describes one molecule with the formula C3H7NO2S. The level of theory is ωB97M-V/def2-TZVPD.

```
14
Properties=species:S:1:pos:R:3:forces:R:3
N 1.6864 0.6682 0.6367 -0.8 1.7 1.5
C 0.3169 0.5344 0.2510 -1.1 1.4 0.4
C -0.5398 -0.4845 1.0321 -1.2 2.8 1.5
S -1.9964 -0.8107 -0.0053 -0.4 -2.0 0.3
C 0.2329 0.0719 -1.1770 2.7 -0.3 -0.7
O 1.1304 -0.7036 -1.5379 -3.0 1.5 -0.3
O -0.5828 0.7988 -1.9832 -1.1 0.1 -1.8
H 2.1562 -0.1133 0.3009 1.5 -1.6 -0.1
H 1.7647 0.8691 1.6497 0.2 -0.6 -1.1
H -0.1124 1.5691 0.3280 -0.2 -1.0 -0.1
H -1.0158 0.1543 1.9633 1.6 -2.3 -1.8
H 0.0655 -1.3819 1.1956 -0.5 0.2 0.6
H -1.5058 -1.9906 -0.5420 -0.5 1.0 0.3
H -1.5999 0.8188 -2.1121 2.8 -0.8 1.2
```
Positions in Å, forces in eV/Å.

Results
- Relative energy (zero: lowest compared OMol25 entry of this formula, charge and spin): 2.244 eV
- SMILES string: N[C@H](CS)C(=O)O
- Highest occupied orbital energy: -9.1 eV
- Charge: 0

Here are the natural (NBO) charges for atoms 1 to 4, given in e: -0.82, -0.18, -0.53, -0.06

(2)
This record from the OMol25 dataset describes C21H22N6Pd as an isolated structure. The level of theory is ωB97M-V/def2-TZVPD.

```
50
Properties=species:S:1:pos:R:3:forces:R:3
Pd -0.0733 -1.3282 -0.5171 0.3 -0.1 -0.3
C 0.1964 2.0560 0.5044 0.0 0.1 0.0
N -0.6941 1.0084 0.9419 -0.1 -0.1 0.1
C -2.0946 1.2630 0.6683 0.0 0.0 0.0
C -2.4443 1.5001 -0.7851 0.1 -0.1 0.1
C -3.6226 2.1682 -1.1094 0.0 0.0 0.0
C -3.9663 2.3052 -2.4427 0.0 0.0 0.0
C -3.1173 1.7824 -3.4096 -0.1 0.0 0.1
C -1.9591 1.1532 -2.9854 0.0 0.0 0.0
N -1.6243 1.0114 -1.7071 -0.1 0.2 0.0
C -0.5421 0.6553 2.3398 0.0 0.0 0.0
C 0.8390 0.1981 2.7561 -0.1 0.0 -0.1
C 1.2409 0.3349 4.0824 0.0 0.0 0.0
C 2.4762 -0.1618 4.4608 0.0 0.0 -0.1
C 3.2758 -0.7676 3.5006 -0.1 0.0 0.1
C 2.7929 -0.8391 2.2046 0.0 0.0 -0.1
N 1.6055 -0.3723 1.8342 0.0 0.1 0.2
C 1.3019 1.6352 -0.4450 0.1 0.0 -0.1
C 2.3096 2.5628 -0.7046 0.0 -0.1 0.0
C 3.3260 2.2348 -1.5793 0.0 0.1 0.0
C 3.3052 0.9836 -2.1763 0.0 0.0 0.0
C 2.2654 0.1270 -1.8635 0.0 0.0 0.0
N 1.2799 0.4334 -1.0128 0.0 0.1 0.1
H -0.3734 2.8438 -0.0011 0.0 0.0 0.0
H 0.6725 2.5450 1.3660 0.0 0.0 0.0
H -2.6484 0.3780 0.9974 0.0 0.0 0.0
H -2.4748 2.1167 1.2615 0.0 0.0 0.0
H -4.2537 2.5689 -0.3259 0.0 0.0 0.0
H -4.8797 2.8140 -2.7232 0.0 0.0 0.0
H -3.3413 1.8667 -4.4640 0.0 0.0 0.0
H -1.2600 0.7322 -3.7011 0.0 0.0 0.0
H -0.8417 1.4949 2.9960 0.0 0.0 0.0
H -1.2334 -0.1691 2.5412 0.0 0.0 0.0
H 0.5921 0.8227 4.7991 0.0 0.0 0.0
H 2.8108 -0.0744 5.4866 0.0 0.0 0.0
H 4.2499 -1.1675 3.7460 0.0 0.0 0.0
H 3.3813 -1.2977 1.4158 0.0 0.0 0.0
H 2.2882 3.5282 -0.2136 0.0 0.0 0.0
H 4.1197 2.9404 -1.7899 0.0 0.0 0.0
H 4.0742 0.6718 -2.8693 0.0 0.0 0.0
H 2.2000 -0.8595 -2.3021 0.0 0.0 0.0
N -1.6778 -5.2262 -0.5895 0.1 0.0 -0.1
C -0.7161 -5.3860 -1.5610 -0.1 -0.1 0.0
C -0.0965 -4.1819 -1.6641 0.1 0.1 0.0
N -0.6512 -3.2855 -0.7726 -0.2 -0.1 0.0
C -1.5986 -3.9447 -0.1520 0.0 0.0 0.1
H -2.3213 -5.9223 -0.2621 0.0 0.0 0.0
H -0.5690 -6.3184 -2.0747 0.0 0.0 0.0
H 0.7106 -3.8920 -2.3114 0.0 0.0 0.0
H -2.2394 -3.5424 0.6125 0.0 0.0 0.0
```
Positions in Å, forces in eV/Å.

Results
- Relative energy (zero: lowest compared OMol25 entry of this formula, charge and spin): 0.944 eV
- Highest occupied orbital energy: -5.0 eV
- Charge: 0

Here are the natural (NBO) charges for atoms 1 to 4, given in e: -0.08, -0.26, -0.42, -0.24

(3)
This record from the OMol25 dataset describes a 4-piece molecular cluster, C21H47FNO7S overall. The level of theory is ωB97M-V/def2-TZVPD.

```
78
Properties=species:S:1:pos:R:3:forces:R:3
C -2.9004 -0.3176 -0.2661 0.2 0.4 0.0
C -2.8939 0.7229 0.8631 0.2 -0.7 -0.4
C -3.0767 -0.0258 2.1897 0.1 -0.1 0.0
C -1.5311 1.4119 0.8143 0.2 0.1 0.2
C -1.4552 2.7528 1.5247 -0.4 0.3 -0.9
O -1.3300 2.6134 2.8987 0.1 -0.5 -0.1
S 0.1293 3.5502 0.9597 0.5 -0.6 0.9
O 1.1262 2.5487 0.7562 -0.2 0.3 -0.1
O 0.4047 4.6862 1.7706 -0.2 0.2 -0.2
F -0.2638 4.0795 -0.4723 0.0 0.0 -0.1
C -2.6101 3.6521 1.0855 0.1 -0.2 0.1
C -3.9979 3.0119 1.2003 -0.3 0.7 -0.2
C -4.4893 2.9796 2.6513 0.2 0.2 0.1
C -4.9792 3.9075 0.4008 0.3 -0.3 -0.1
N -4.0118 1.6637 0.5775 0.0 -0.1 1.4
O -5.1651 1.1172 0.6263 0.0 0.0 -0.5
H -3.8247 -0.8846 -0.2673 -0.1 -0.1 -0.1
H -2.7566 0.1970 -1.2170 -0.2 -0.1 -0.1
H -2.0562 -0.9938 -0.1445 0.0 -0.1 0.1
H -4.0956 -0.3883 2.2968 -0.1 0.1 0.0
H -2.4320 -0.9042 2.1537 0.1 0.0 0.0
H -2.7689 0.5475 3.0590 -0.1 0.1 0.0
H -1.2052 1.5472 -0.2174 -0.1 0.1 -0.1
H -0.7983 0.7465 1.2691 0.0 -0.1 0.0
H -1.7649 3.3477 3.3336 0.0 0.3 0.2
H -2.5938 4.5617 1.6902 -0.1 0.1 0.0
H -2.4616 3.9641 0.0546 0.1 -0.1 -0.1
H -3.8711 2.3851 3.3182 0.0 -0.1 0.0
H -5.5191 2.6390 2.7004 0.0 -0.2 0.0
H -4.4762 4.0081 3.0188 0.0 0.0 0.0
H -4.5463 4.8897 0.2213 0.0 0.1 0.2
H -5.1620 3.4544 -0.5704 -0.1 0.0 -0.1
H -5.9227 4.0140 0.9237 -0.1 0.0 0.0
C 2.3574 2.4967 -2.7669 0.1 0.0 -0.1
C 3.0680 1.6692 -1.7095 0.0 0.0 0.0
O 3.7393 0.5324 -2.2298 0.0 -0.1 0.0
C 4.7714 0.7978 -3.1628 0.1 0.0 -0.1
C 5.9051 1.6367 -2.5994 -0.1 0.1 0.1
H 1.6957 1.8661 -3.3633 0.0 0.0 0.0
H 1.7645 3.2774 -2.2903 0.0 0.0 0.0
H 3.0583 2.9822 -3.4482 0.0 0.0 0.0
H 2.3392 1.2782 -1.0042 0.0 -0.1 0.0
H 3.7585 2.2933 -1.1321 0.0 0.0 0.0
H 4.3645 1.2579 -4.0709 0.0 0.0 0.0
H 5.1526 -0.1828 -3.4510 0.0 0.0 0.0
H 5.5892 2.6583 -2.3805 0.0 0.0 -0.1
H 6.7266 1.6912 -3.3141 0.0 0.0 0.0
H 6.2769 1.1968 -1.6730 0.1 0.0 0.0
C -4.7444 -4.4294 -2.3993 -0.1 0.0 0.1
C -3.8100 -4.7962 -1.2586 0.0 0.0 -0.1
O -3.9348 -3.9592 -0.1240 0.1 0.1 0.1
C -5.2026 -3.9531 0.5058 -0.1 0.0 0.1
C -5.6292 -5.3071 1.0471 0.0 -0.1 -0.1
H -4.6395 -3.3736 -2.6530 0.0 0.0 0.0
H -4.5098 -5.0262 -3.2810 0.0 0.0 0.0
H -5.7900 -4.6107 -2.1459 0.0 0.0 0.0
H -2.7756 -4.6817 -1.5833 0.0 0.0 0.0
H -3.9394 -5.8477 -0.9779 0.0 0.0 0.0
H -5.9666 -3.5510 -0.1696 0.0 0.0 0.0
H -5.1068 -3.2444 1.3292 0.0 0.0 0.0
H -5.8241 -6.0236 0.2478 0.0 0.0 0.0
H -6.5459 -5.2042 1.6284 0.0 0.0 0.0
H -4.8519 -5.7231 1.6892 0.0 0.0 0.0
C 8.2403 -3.2719 0.3898 -0.1 0.0 0.0
C 8.3528 -1.7576 0.3298 0.1 0.0 0.0
O 7.3872 -1.1424 -0.5002 0.0 0.1 -0.1
C 6.0339 -1.3365 -0.1222 -0.2 0.0 0.0
C 5.6933 -0.7827 1.2507 0.1 -0.1 0.1
H 8.2352 -3.6933 -0.6163 0.0 0.0 0.0
H 9.0850 -3.6882 0.9397 0.0 0.0 0.0
H 7.3271 -3.5936 0.8924 0.0 0.0 0.0
H 9.3159 -1.4803 -0.0998 0.0 0.0 0.0
H 8.3219 -1.3309 1.3391 0.0 0.0 0.0
H 5.7619 -2.3962 -0.1887 0.0 0.0 0.0
H 5.4437 -0.8133 -0.8739 0.0 0.0 0.0
H 6.1878 -1.3356 2.0517 0.0 0.0 0.0
H 4.6181 -0.8454 1.4197 0.0 0.0 0.0
H 5.9987 0.2620 1.3265 0.0 0.0 0.0
```
Positions in Å, forces in eV/Å.

Results
- Multiplicity: 2
- Highest occupied orbital energy (alpha / beta): -8.8 / -9.4 eV
- Expectation value of S²: 0.7538
- Charge: 0

Here are the Mulliken charges for atoms 1 to 4, given in e: -2.03, 1.72, -1.86, -2.17

(4)
This record from the OMol25 dataset describes an isolated ion of composition C3H12NP2 and charge +1. The level of theory is ωB97M-V/def2-TZVPD.

```
18
Properties=species:S:1:pos:R:3:forces:R:3
C 0.2432 -1.1266 1.0898 0.5 1.6 2.3
C 0.3658 -1.0539 -1.2716 1.6 -0.5 -2.3
C -0.6064 0.9101 -0.2535 0.0 1.1 -0.5
N 0.4853 -0.1553 -0.1358 -5.8 -2.7 0.8
P -2.5208 0.2505 0.0860 1.8 1.4 0.7
P 2.2106 0.7141 0.1427 2.0 2.8 -1.1
H 0.1705 -0.3670 1.9420 -0.4 -1.2 -0.8
H -0.7060 -1.8180 1.1023 2.0 1.5 -0.6
H 1.2128 -1.6641 1.4099 -1.5 0.4 -1.3
H 0.1354 -0.5550 -2.2441 0.7 0.1 0.8
H 1.3799 -1.5210 -1.2919 -0.9 -0.3 -0.6
H -0.4192 -1.8081 -1.2132 0.1 0.0 0.6
H -0.4793 1.5150 -1.2490 -0.2 -1.5 1.7
H -0.4356 1.6246 0.5688 -0.1 -0.2 -0.3
H -2.0264 0.2678 1.4542 -1.0 -0.2 -0.5
H -3.1291 1.6030 0.2045 0.8 -1.1 -0.2
H 2.3212 1.3165 -1.1717 0.2 -1.0 0.6
H 1.7981 1.8677 0.8307 0.1 -0.5 0.7
```
Positions in Å, forces in eV/Å.

Results
- Multiplicity: 3
- Relative energy (zero: lowest compared OMol25 entry of this formula, charge and spin): 0.704 eV
- Highest occupied orbital energy (alpha / beta): -10.6 / -14.1 eV
- Expectation value of S²: 2.0046
- Charge: +1

Here are the natural (NBO) charges for atoms 1 to 4, given in e: -0.48, -0.46, -0.49, -0.51

(5)
This record from the OMol25 dataset describes one molecule with the formula C4H6O. The level of theory is ωB97M-V/def2-TZVPD.

```
11
Properties=species:S:1:pos:R:3:forces:R:3
C 0.3017 -1.4421 0.0416 0.2 -0.7 0.6
C 0.3331 0.0176 0.3518 0.4 -2.0 -3.5
C -0.9370 0.8975 0.1513 1.6 0.6 3.2
C 0.3015 1.1700 -0.5849 -0.2 1.8 -2.4
O 1.5313 0.6791 0.3542 -2.2 0.6 3.2
H 1.3105 -1.8640 0.0492 -0.1 0.2 0.0
H -0.2811 -1.9686 0.8025 0.0 0.0 -0.1
H -0.1447 -1.6369 -0.9369 -0.1 0.2 0.2
H -1.2629 1.5608 0.9465 -0.2 0.0 0.3
H -1.7235 0.3878 -0.3952 0.2 -0.1 -0.1
H 0.5712 2.1987 -0.7801 0.3 -0.5 -1.3
```
Positions in Å, forces in eV/Å.

Results
- Relative energy (zero: lowest compared OMol25 entry of this formula, charge and spin): 5.075 eV
- SMILES string: C[C@]12C[C@H]1O2
- Highest occupied orbital energy (alpha / beta): -7.9 / -7.9 eV
- Charge: 0

Here are the natural (NBO) charges for atoms 1 to 4, given in e: -0.67, 0.42, -0.44, -0.20

| no. | F_max (eV/A) |
| --- | --- |
| 1 | 3.4 |
| 2 | 0.4 |
| 3 | 1.4 |
| 4 | 6.5 |
| 5 | 4.0 |